[1]
A structure of composition C50H36F6NO5P2PtS3Te4 in a non-equilibrium geometry, computed with ωB97M-V with the def2-TZVPD basis set.

* net charge: +1
* relative energy (zero: lowest compared OMol25 entry of this formula, charge and spin): 819.51 kJ/mol
* E_LUMO (spin up / spin down): -2.90 / -5.00 eV
* frontier orbital gap (spin up / spin down): 6.536 / 4.778 eV
* 2S+1: 5
* largest force on an atom: 5.76 eV/Å
* highest occupied orbital energy (spin up / spin down): -9.43 / -9.78 eV
* electronic energy: -6025.2629 hartree

Structure (XYZ):
```
108
Properties=species:S:1:pos:R:3:forces:R:3
Pt 0.1999 0.7764 1.2947 -0.4764 0.0555 -1.2108
O 1.0415 2.3664 -2.0544 0.3841 0.2229 -0.2179
S 0.7233 0.9857 -1.6437 -0.0843 0.1918 -0.9707
C 1.7087 -0.0246 -2.7374 0.0842 -0.0120 0.3301
C 2.3651 0.5773 -3.7812 -0.0913 0.1732 0.1813
C 3.0832 -0.1666 -4.7382 0.0542 -0.2113 -0.0674
C 3.1007 -1.5308 -4.6214 -0.0878 0.1000 0.0888
C 3.7328 -2.6088 -5.4616 0.0873 0.0143 -0.1031
C 3.4297 -3.9338 -4.7126 0.0207 -0.1192 -0.0443
C 2.5665 -3.5335 -3.5472 -0.0999 0.0295 0.1507
C 1.9442 -4.2528 -2.5651 0.1403 -0.0434 -0.1759
C 1.2480 -3.5631 -1.5522 -0.2287 0.1849 0.0632
C 1.1677 -2.1859 -1.4936 -0.3612 0.1874 -0.3394
P 0.7382 -1.3874 0.1016 0.4940 -0.4127 1.3177
C 2.5173 -1.2619 0.5897 -0.1393 -0.1423 0.2344
C 3.1115 -0.0013 0.6450 0.0460 -0.0519 -0.0832
C 4.4308 0.1395 1.0536 0.0352 -0.0313 -0.0287
C 5.1616 -0.9719 1.4324 0.0803 0.0354 0.0119
C 4.5975 -2.2344 1.3285 -0.0573 -0.1426 -0.0043
C 3.2967 -2.3799 0.8801 -0.0918 0.0132 0.0682
C -0.2625 -2.6918 0.9316 0.0826 0.3429 0.1570
C -1.6120 -2.3493 1.0016 -0.0395 -0.0112 -0.1265
C -2.5227 -3.1726 1.6510 -0.0035 0.0361 -0.0582
C -2.0879 -4.3369 2.2590 -0.0722 -0.0028 0.0642
C -0.7452 -4.6838 2.2034 0.0678 -0.0188 -0.0114
C 0.1599 -3.8745 1.5383 0.1307 0.1204 0.0279
C 1.7443 -1.4223 -2.5446 0.2303 -0.3362 -0.2419
C 2.4336 -2.1341 -3.5369 -0.0390 0.1167 0.1731
C -0.9160 0.4463 -2.2470 0.3205 0.0010 0.2319
C -1.0181 -0.2698 -3.4193 0.0729 0.1621 -0.0059
C -2.1807 -0.9619 -3.7987 -0.2598 0.0007 0.0045
C -3.2372 -0.9791 -2.9309 0.2493 0.0339 0.0281
C -4.5812 -1.6492 -3.0010 -0.1092 -0.0255 -0.1613
C -5.2822 -1.2805 -1.6708 -0.1592 -0.0981 0.0657
C -4.3508 -0.3073 -1.0045 -0.0098 0.1745 0.1457
C -4.4955 0.4932 0.0919 0.0415 -0.0412 -0.0431
C -3.4609 1.4016 0.3892 0.1729 -0.1772 -0.1802
C -2.2554 1.4539 -0.2770 -0.3216 0.5384 0.4774
P -1.0091 2.8275 -0.1439 0.1066 -0.1332 -0.1997
C -1.7769 3.7500 -1.5592 -0.0520 -0.0989 0.5566
C -3.1578 3.9663 -1.4552 0.2655 0.3853 -0.7161
C -3.8283 4.5584 -2.5130 -0.2814 -0.0874 0.2753
C -3.1517 4.9303 -3.6650 0.0598 0.0324 -0.0983
C -1.7817 4.7535 -3.7442 -0.0873 -0.0290 0.0166
C -1.0909 4.1664 -2.6897 0.0225 0.1660 -0.0014
C -1.0736 4.0949 1.1963 -0.2131 -0.1801 -0.2293
C -1.9378 5.1907 1.2170 -0.1463 0.0577 0.5574
C -1.8477 6.1383 2.2378 -0.0935 -0.0438 -0.1144
C -0.8318 6.0746 3.1791 0.0030 -0.0351 0.0272
C 0.0739 5.0268 3.1253 0.0031 0.0466 0.0052
C -0.0523 4.0502 2.1470 -0.0168 -0.1077 -0.0435
C -2.0486 0.5765 -1.3886 -0.2778 -0.2161 0.0018
C -3.1571 -0.2172 -1.7491 0.1853 0.1201 0.0618
H 2.3025 1.6550 -3.8579 -0.0021 0.0046 -0.0208
H 3.5870 0.3447 -5.5469 0.0186 0.0206 -0.0138
H 4.8046 -2.4389 -5.5691 -0.0086 -0.0183 -0.0323
H 3.3077 -2.6113 -6.4668 0.0217 -0.0001 0.0026
H 4.3475 -4.4032 -4.3540 -0.0127 -0.0318 -0.0361
H 2.9227 -4.6599 -5.3485 0.0420 -0.0098 -0.0180
H 2.0041 -5.3320 -2.5214 -0.0410 -0.0395 -0.0379
H 0.7720 -4.1533 -0.7808 0.0484 0.0167 -0.0232
H 2.5655 0.8928 0.3622 -0.0227 -0.0363 0.0990
H 4.8779 1.1239 1.0939 -0.0197 0.0225 -0.0024
H 6.1722 -0.8609 1.8014 0.0357 0.0097 -0.0383
H 5.1678 -3.1121 1.6014 0.0387 -0.0075 -0.0108
H 2.8822 -3.3722 0.7652 0.0409 -0.0182 0.0201
H -1.9553 -1.4277 0.5406 -0.0014 0.0248 0.1066
H -3.5652 -2.8830 1.6980 -0.0046 -0.0143 -0.0161
H -2.7880 -4.9671 2.7908 -0.0117 -0.0274 -0.0050
H -0.3973 -5.5820 2.6950 0.0099 -0.0406 -0.0072
H 1.2050 -4.1507 1.5314 -0.0027 -0.0208 0.0334
H -0.1684 -0.3157 -4.0856 0.0174 -0.0465 0.0288
H -2.2086 -1.4746 -4.7505 0.0103 -0.0605 -0.0024
H -4.4863 -2.7254 -3.1481 -0.0157 0.0055 0.0323
H -5.1452 -1.2620 -3.8517 0.0161 -0.0333 -0.0305
H -5.4330 -2.1591 -1.0396 0.0147 -0.0088 -0.0221
H -6.2658 -0.8384 -1.8323 -0.0007 -0.0290 -0.0143
H -5.3898 0.5341 0.7006 -0.1198 -0.1567 -0.0918
H -3.6881 2.1482 1.1272 0.1651 -0.1284 -0.1056
H -3.7142 3.7132 -0.5636 0.0057 -0.2058 -0.0470
H -4.8962 4.7116 -2.4244 -0.0297 0.0711 -0.0946
H -3.6920 5.3611 -4.4972 -0.0224 0.0350 0.0067
H -1.2480 5.0565 -4.6346 0.0367 0.0190 -0.0006
H -0.0247 4.0291 -2.7547 -0.0043 -0.0537 -0.0004
H -2.7366 5.3208 0.5036 0.1270 -0.1155 -0.2120
H -2.6262 6.8880 2.2978 0.2196 0.2459 -0.0361
H -0.7416 6.8324 3.9447 -0.0491 0.0071 0.0368
H 0.8809 4.9685 3.8435 0.0262 -0.0106 0.0038
H 0.6686 3.2335 2.1222 0.0050 0.1054 -0.1222
Te -0.0789 0.8970 3.9392 0.6436 4.9295 -2.9104
Te -2.0547 -0.4585 4.4197 -4.2895 -2.5248 1.2795
Te -4.2594 3.9846 2.8300 -1.1477 1.1459 0.2710
Te -2.5011 2.0753 3.6307 -1.7344 0.8646 -0.1166
F 2.5942 -2.7464 6.3058 0.0952 0.2727 -0.2017
C 2.0316 -3.0539 5.1466 0.0618 -1.5480 0.9064
F 1.2341 -4.1097 5.3721 -0.0964 0.1979 -0.0718
F 2.9175 -3.4602 4.2615 0.0103 0.5562 -0.1270
S 0.8833 -1.7089 4.5623 -0.2388 -3.3767 -0.8048
O 1.1005 -1.4740 3.1736 0.2030 -1.2436 -0.7198
O -0.3965 -2.2454 4.9216 -0.0496 -0.0730 0.8479
N 1.1580 -0.3093 5.2744 0.2905 -0.4967 1.1781
S 2.5001 0.1720 4.5202 4.2353 -0.0111 0.5860
O 3.3356 -0.9776 4.4957 1.3603 0.2819 -0.0464
O 2.3511 0.9233 3.3148 0.5318 0.7436 0.4745
C 3.1474 1.3110 5.8064 0.1118 0.1151 0.7203
F 4.2218 1.9333 5.3552 -0.0271 -0.1174 -0.1595
F 2.2369 2.2121 6.1670 -0.0920 -0.0030 -0.2201
F 3.4575 0.5740 6.8643 0.0601 0.0786 -0.0608
```
Positions in Å, forces in eV/Å.



[2]
A structure of composition C50H38CuN4O6S6, computed with ωB97M-V with the def2-TZVPD basis set.

* net charge: -1
* relative energy (zero: lowest compared OMol25 entry of this formula, charge and spin): 0.00 kJ/mol
* E_LUMO: 2.10 eV
* frontier orbital gap: 6.683 eV
* 2S+1: 1
* largest force on an atom: 0.58 eV/Å
* highest occupied orbital energy: -4.58 eV
* electronic energy: -6628.3191 hartree

Structure (XYZ):
```
105
Properties=species:S:1:pos:R:3:forces:R:3
Cu 1.2615 -0.0044 -1.3440 -0.1668 0.1279 0.3142
C -0.9579 6.9198 -0.4384 0.0016 -0.0129 0.0081
C -1.2530 5.4480 -0.5582 0.0381 0.0270 -0.0563
C -0.6046 4.6743 -1.5196 -0.0121 0.0457 0.0006
C -0.8481 3.3171 -1.6272 -0.0241 0.0133 -0.0016
C -1.7636 2.7211 -0.7719 -0.0575 -0.0019 -0.0966
C -2.4318 3.4717 0.1806 -0.0043 0.0959 0.0698
C -2.1719 4.8329 0.2816 -0.0094 -0.0883 0.0027
S -2.0028 0.9495 -0.6479 0.1929 0.0834 0.0966
O -3.3215 0.7967 0.0340 -0.0208 -0.0575 0.0290
C -2.2829 0.4654 -2.3739 -0.1634 0.1128 -0.0823
C -2.5362 1.3688 -3.4306 0.1004 0.0150 -0.0320
C -2.8377 0.9086 -4.6768 0.0021 -0.0914 0.0324
C -2.9550 -0.4823 -4.9245 0.0232 0.1254 -0.0196
C -3.3185 -0.9806 -6.2011 0.0059 0.0327 0.0059
C -3.5280 -2.3141 -6.3982 0.0082 -0.0628 0.0491
C -3.3904 -3.2166 -5.3193 -0.0497 0.0532 -0.0607
C -3.0164 -2.7667 -4.0871 -0.0216 0.0493 0.0592
C -2.7587 -1.3896 -3.8575 -0.0534 -0.0247 0.0301
C -2.3816 -0.8913 -2.5728 -0.1921 -0.1418 0.0013
C -2.3818 -1.8341 -1.4031 -0.3955 0.1613 -0.2214
C -3.6452 -2.0268 -0.7403 -0.0739 -0.0555 0.0109
C -4.8393 -1.4136 -1.2042 0.1229 -0.0076 -0.0346
C -6.0303 -1.6356 -0.5813 -0.0680 -0.0358 0.0701
C -6.1040 -2.4646 0.5596 -0.0234 0.0539 -0.0595
C -4.9755 -3.0588 1.0370 0.0674 -0.0208 0.0208
C -3.7280 -2.8657 0.3940 0.1187 -0.0555 -0.0073
C -2.5499 -3.4886 0.8822 -0.1184 0.1002 -0.0609
C -1.3735 -3.3206 0.2285 0.1260 -0.0098 0.0909
C -1.3058 -2.5254 -0.9402 0.4407 -0.2281 0.0289
S 0.3336 -2.6677 -1.6905 0.0264 0.0450 -0.4106
O 0.6187 -1.5554 -2.6727 -0.3738 -0.2912 0.3302
C -0.0310 -4.0631 -2.7638 0.0544 -0.0066 -0.1033
C -0.1818 -3.8507 -4.1241 0.1341 -0.0078 -0.0008
C -0.3965 -4.9347 -4.9609 0.0405 -0.0322 0.0347
C -0.4537 -6.2304 -4.4575 -0.0018 0.0009 -0.0209
C -0.6647 -7.4011 -5.3799 0.0007 0.0018 0.0060
C -0.2758 -6.4222 -3.0895 -0.0013 -0.0191 0.0019
C -0.0504 -5.3485 -2.2433 -0.0956 0.0147 0.0286
H 0.0582 7.1401 -0.7688 -0.0107 0.0048 0.0066
H -1.0643 7.2576 0.5933 -0.0006 -0.0009 -0.0048
H -1.6433 7.5098 -1.0526 0.0082 0.0007 -0.0022
H 0.1340 5.1292 -2.1715 -0.0102 -0.0037 0.0049
H -0.3075 2.7234 -2.3490 0.0334 -0.0033 0.0274
H -3.1246 2.9791 0.8500 0.0068 0.0079 -0.0029
H -2.6722 5.4146 1.0475 0.0029 -0.0085 0.0042
H -2.4790 2.4327 -3.2473 -0.0138 -0.0257 0.0178
H -3.0118 1.6059 -5.4881 0.0041 -0.0150 -0.0070
H -3.4430 -0.2759 -7.0153 0.0026 0.0024 0.0082
H -3.8143 -2.6824 -7.3755 -0.0001 -0.0005 0.0009
H -3.5775 -4.2722 -5.4723 0.0042 0.0002 -0.0028
H -2.9098 -3.4635 -3.2652 0.0092 0.0010 -0.0077
H -4.8008 -0.7448 -2.0528 0.0299 -0.0082 0.0026
H -6.9260 -1.1527 -0.9509 0.0030 0.0026 0.0034
H -7.0539 -2.6155 1.0570 0.0001 0.0001 -0.0051
H -5.0092 -3.6873 1.9193 -0.0008 -0.0005 -0.0076
H -2.5978 -4.0767 1.7905 -0.0093 -0.0059 -0.0032
H -0.4542 -3.7450 0.6158 -0.0275 -0.0218 0.0009
H -0.1171 -2.8411 -4.5109 -0.0182 -0.0269 0.0154
H -0.5266 -4.7685 -6.0245 -0.0060 0.0085 0.0049
H -1.3833 -7.1588 -6.1637 0.0031 -0.0036 -0.0007
H -1.0317 -8.2715 -4.8362 0.0009 0.0031 -0.0039
H 0.2709 -7.6834 -5.8681 -0.0041 -0.0034 -0.0007
H -0.3035 -7.4271 -2.6838 -0.0010 0.0057 0.0026
H 0.1045 -5.5106 -1.1830 -0.0158 -0.0033 -0.0103
N 4.8914 6.7492 2.2109 -0.0007 -0.0459 0.0046
C 4.3760 5.7195 1.4129 0.0750 0.0332 0.0154
C 5.2424 4.8768 0.7112 -0.0029 0.0034 0.0104
C 4.7411 3.8283 -0.0362 -0.1188 0.0562 -0.0034
C 3.3683 3.6256 -0.0922 0.0994 0.0287 0.1221
C 2.4964 4.4416 0.6113 0.0705 0.0496 0.0688
C 3.0045 5.4880 1.3629 -0.0424 -0.0347 0.0058
S 2.7107 2.3131 -1.0402 -0.3404 -0.4292 -0.1253
O 3.5374 1.1244 -0.8959 0.3759 0.3007 -0.0654
O 1.3467 2.0786 -0.5556 0.3780 0.3848 -0.0368
N 2.7842 2.9126 -2.5139 -0.3258 -0.2106 -0.0205
C 2.0931 2.2335 -3.4495 0.0378 0.1109 0.0835
S 2.4618 2.5615 -5.1307 0.0227 0.0309 -0.0549
C 1.2827 1.3901 -5.6177 -0.0599 0.0025 0.0444
C 0.7097 0.8513 -4.5209 -0.1575 -0.0249 -0.1116
N 1.1339 1.3280 -3.3038 0.4874 -0.2891 0.1136
H 5.7941 7.0886 1.9205 -0.0059 0.0212 -0.0087
H 4.2443 7.5011 2.3857 0.0054 0.0089 -0.0037
H 6.3126 5.0417 0.7683 -0.0051 0.0055 0.0032
H 5.4011 3.1614 -0.5752 0.0010 0.0011 0.0012
H 1.4338 4.2404 0.5928 -0.0119 -0.0322 0.0078
H 2.3303 6.1127 1.9385 0.0073 -0.0073 -0.0148
H 1.0760 1.1754 -6.6526 -0.0095 0.0031 0.0100
H -0.0701 0.0986 -4.5319 0.1360 0.0310 0.0075
O 0.2943 3.2525 2.8046 -0.0042 -0.0378 -0.0186
S -0.0356 1.8837 3.1064 0.0070 0.1202 -0.0197
O -1.2908 1.6349 3.7622 -0.0355 0.0008 -0.0060
N 0.1217 0.9374 1.7806 -0.0622 -0.1505 -0.0784
C 1.0719 0.0562 1.9100 -0.0538 -0.0243 0.1386
S 1.5339 -1.1390 0.7818 -0.1748 0.3304 -0.1551
C 1.7894 0.1244 3.2342 0.0650 -0.0338 -0.0810
C 2.8418 -0.6487 3.6921 0.0267 -0.0143 0.0154
C 3.3521 -0.3837 4.9571 -0.0142 0.0049 -0.0133
C 2.8234 0.6369 5.7441 0.0015 -0.0051 -0.0005
C 1.7695 1.4152 5.2804 -0.0056 0.0051 0.0024
C 1.2764 1.1315 4.0238 0.0597 -0.0138 0.0735
H 3.2465 -1.4291 3.0611 0.0059 0.0102 0.0058
H 4.1771 -0.9738 5.3363 -0.0005 -0.0004 -0.0009
H 3.2403 0.8280 6.7251 0.0021 -0.0007 -0.0007
H 1.3517 2.2139 5.8795 -0.0008 -0.0024 -0.0092
```
Positions in Å, forces in eV/Å.